DFT (ωB97M-V with the def2-TZVPD basis set) results for one molecule with the formula C25H24N2O at a distorted geometry.

Last column: Löwdin charge in e.
Positions of all 52 atoms, in Å:
C: 3.241162 1.943103 -2.621200  -0.01
C: 3.051931 0.747408 -1.762893  -0.33
N: 3.874212 -0.285666 -1.682098  0.14
C: 3.340029 -1.168665 -0.801581  -0.34
C: 4.023689 -2.441207 -0.462523  -0.05
C: 2.130037 -0.659217 -0.347761  -0.03
N: 1.971359 0.598314 -0.904380  0.02
H: 2.348661 2.562651 -2.710633  0.06
H: 4.034798 2.550909 -2.172897  0.09
H: 3.537391 1.626577 -3.626208  0.09
H: 3.361575 -3.117214 0.075486  0.07
H: 4.371050 -2.975312 -1.353568  0.08
H: 4.915198 -2.305484 0.159821  0.08
H: 1.433078 -1.154512 0.303351  0.11
C: 1.113086 5.673737 3.138013  -0.06
C: 0.857427 4.586602 2.123838  -0.29
C: 0.159816 4.837034 0.941698  -0.05
C: 0.076349 3.869340 -0.072884  -0.01
C: 0.654957 2.583616 0.101822  -0.15
C: 0.737202 1.420384 -0.938016  -0.16
C: -0.463157 0.489792 -0.884189  -0.18
C: -0.833119 -0.098726 0.320073  -0.04
C: -1.375280 -1.375371 0.319169  0.00
C: -1.608448 -2.004862 -0.907128  -0.23
O: -1.828586 -3.372511 -0.999250  0.00
C: -2.853306 -3.973804 -0.262607  -0.25
C: -3.993214 -4.337905 -0.978241  -0.01
C: -5.153671 -4.608461 -0.269877  -0.08
C: -5.134285 -4.576150 1.128235  -0.09
C: -3.942256 -4.357670 1.825224  -0.08
C: -2.769696 -4.094766 1.122199  -0.03
C: -1.494883 -1.302257 -2.106885  0.01
C: -0.960888 -0.032266 -2.083091  -0.02
C: 1.185069 2.321343 1.345071  -0.06
C: 1.317529 3.293883 2.330746  -0.04
H: 1.376463 5.237854 4.111445  0.08
H: 1.965574 6.286484 2.812661  0.09
H: 0.258014 6.351039 3.266305  0.08
H: -0.263764 5.844814 0.823363  0.12
H: -0.443251 4.149861 -0.995337  0.11
H: 0.824067 1.912481 -1.905476  0.12
H: -0.590583 0.412208 1.267915  0.12
H: -1.459821 -1.924708 1.258276  0.11
H: -3.961114 -4.305841 -2.063387  0.12
H: -6.071122 -4.824248 -0.821023  0.11
H: -6.047810 -4.796520 1.680185  0.10
H: -3.919106 -4.360488 2.918878  0.11
H: -1.824106 -3.914934 1.628219  0.11
H: -1.717340 -1.825922 -3.027500  0.12
H: -0.832529 0.522342 -3.036301  0.13
H: 1.552694 1.313716 1.540129  0.11
H: 1.828922 3.059197 3.254813  0.11

Forces on the atoms, in the same order (eV/Å):
C 0.4 0.1 -0.1
C -0.4 -0.6 0.7
N 0.0 1.2 -0.7
C -1.4 0.8 0.4
C 0.2 -0.6 0.1
C 1.1 -0.9 0.3
N 0.1 -0.4 -0.5
H 0.1 0.0 0.0
H -0.1 0.1 -0.3
H 0.1 0.1 0.2
H -0.1 0.0 0.1
H -0.2 0.2 0.0
H -0.2 0.2 0.0
H -0.2 0.3 0.0
C 0.1 0.0 0.1
C -0.3 -0.1 0.1
C 0.2 -0.1 -0.4
C 0.1 -0.2 -0.2
C 0.0 0.0 0.0
C -0.6 1.5 0.1
C 0.1 0.2 -0.4
C 0.2 0.2 0.3
C -0.1 -0.3 -0.1
C 0.0 -0.3 0.5
O 0.0 -0.5 -0.1
C 0.1 0.7 -0.2
C 0.2 0.4 0.3
C 0.0 -0.2 0.2
C -0.1 -0.3 0.1
C -0.1 -0.2 -0.1
C -0.2 0.2 -0.2
C -0.2 -0.5 0.4
C 0.6 0.3 -0.5
C 0.6 -0.3 0.6
C 0.0 0.1 -0.1
H -0.1 0.2 -0.2
H -0.2 -0.1 0.1
H 0.2 -0.2 -0.1
H 0.1 -0.6 -0.3
H 0.2 -0.3 0.2
H -0.6 -0.1 -0.1
H 0.0 -0.5 -0.6
H -0.2 0.3 -0.4
H -0.1 0.1 0.2
H 0.2 0.0 0.3
H 0.2 0.2 -0.1
H -0.1 -0.1 -0.4
H -0.3 0.0 -0.1
H -0.1 0.1 0.0
H 0.2 -0.5 0.7
H 0.2 0.3 0.0
H 0.0 -0.1 0.1

## Properties
gap between HOMO and LUMO = 8.7 eV
charge = 0
E_HOMO = -7.92 eV
ΔE to the lowest compared entry with this formula, charge and spin = 0.0 kcal per mole

---

DFT (ωB97M-V with the def2-TZVPD basis set) results for one molecule with the formula C5H6N4 at a distorted geometry.

Last column: Löwdin charge in e.
Positions of all 15 atoms, in Å:
C: -0.464591 -1.546694 0.031365  -0.15
C: -0.711186 -0.175150 0.093830  -0.12
C: 0.864028 0.345710 -0.007559  -0.15
C: 2.922557 0.784933 0.001893  -0.16
C: -1.956955 0.673917 -0.000176  -0.07
N: 0.848089 -1.936950 -0.024291  0.04
N: 1.764319 1.318333 -0.000337  0.11
N: 1.571305 -0.839376 -0.022572  -0.18
N: 2.884325 -0.607754 -0.043505  0.13
H: -1.277224 -2.223540 0.040907  0.09
H: 3.925744 1.148235 0.060609  0.11
H: -1.757126 1.483247 0.601874  0.04
H: -2.251202 1.132644 -1.046141  0.12
H: -2.778454 0.183924 0.282466  0.02
H: 3.299881 -1.291884 0.549850  0.16

Forces on the atoms, in the same order (eV/Å):
C 1.2 2.2 0.1
C 5.0 1.1 -1.4
C -4.1 -3.9 0.3
C 1.6 -1.3 0.6
C 3.0 0.9 -3.9
N -0.3 -1.5 0.2
N 0.3 2.8 -0.1
N -4.6 1.1 -0.2
N -1.0 -0.3 -0.3
H -0.2 -1.1 0.0
H 0.0 1.0 -0.1
H -0.1 2.0 1.5
H 1.1 -1.1 1.6
H -3.1 -2.0 1.5
H 1.4 -0.1 0.3

## Properties
gap between HOMO and LUMO = 8.7 eV
charge = 0
E_HOMO = -7.87 eV
ΔE to the lowest compared entry with this formula, charge and spin = 59.8 kcal per mole

---

The following calculated total energy values (in Ha) correspond, in order, to the records above: -1151.77774; -413.02838.
The following LUMO energy values (in eV) correspond, in order, to the records above: 0.7; 0.9.